(1)
{"formula": "C6H14NO", "method": "wB97M-V/def2-TZVPD", "e_homo_ha": -0.537, "smiles": "CCCC[C@@H]([NH3+])C=O", "relative_energy_ev": 1.0996, "total_energy_ha": -366.7268, "mol_weight_g_mol": 116.18, "charge": 1, "species": ["O", "C", "C", "C", "C", "C", "C", "N", "H", "H", "H", "H", "H", "H", "H", "H", "H", "H", "H", "H", "H", "H"], "coordinates": [[1.730, 2.599, -1.953], [1.839, 1.658, -1.224], [0.605, 1.019, -0.607], [0.748, 0.392, 0.783], [0.708, -1.165, 0.709], [-0.662, -1.718, 1.117], [-1.711, -1.739, -0.027], [-0.491, 2.035, -0.689], [2.803, 1.186, -0.968], [0.302, 0.208, -1.265], [-0.062, 0.691, 1.446], [1.628, 0.700, 1.356], [1.496, -1.633, 1.289], [0.919, -1.546, -0.289], [-1.116, -1.423, 2.064], [-0.476, -2.742, 1.362], [-2.645, -1.368, 0.399], [-1.415, -1.159, -0.911], [-1.876, -2.712, -0.450], [-0.484, 2.728, 0.058], [-0.464, 2.435, -1.630], [-1.376, 1.551, -0.569]], "forces_ev_per_a": [[0.0, 0.3, -0.1], [0.1, -0.3, 0.3], [0.3, -0.2, 0.6], [0.4, -0.7, 0.4], [-0.5, 0.4, 0.5], [0.0, -1.2, -0.7], [0.1, 0.9, 0.6], [-0.6, -0.8, 0.0], [0.0, 0.0, -0.1], [-0.1, 0.1, -0.3], [-0.3, 0.2, -0.2], [0.2, 0.3, -0.6], [0.1, 0.3, 0.5], [0.0, 0.2, -0.3], [0.4, 1.0, -0.1], [0.2, -1.0, 0.0], [-0.2, 0.0, -0.5], [-0.1, 0.3, 0.3], [-0.1, -0.6, 0.1], [0.5, 0.4, -0.2], [0.1, 0.6, 0.1], [-0.3, -0.2, -0.1]], "nbo_charge": [-0.4828, 0.4303, -0.1643, -0.4473, -0.3938, -0.4275, -0.6206, -0.6647, 0.1636, 0.2532, 0.2270, 0.2497, 0.2370, 0.2050, 0.2195, 0.2285, 0.2209, 0.1688, 0.2385, 0.4489, 0.4668, 0.4436]}

***

(2)
{"formula": "C5H9NP", "method": "wB97M-V/def2-TZVPD", "e_homo_ha": -0.466, "relative_energy_ev": 2.1500, "total_energy_ha": -591.6448, "mol_weight_g_mol": 114.11, "charge": 1, "species": ["C", "C", "C", "C", "C", "N", "P", "H", "H", "H", "H", "H", "H", "H", "H", "H"], "coordinates": [[-0.445, -1.613, -1.209], [0.441, -1.174, -0.307], [-1.292, -0.586, -1.838], [0.335, 0.335, -0.090], [-0.758, 0.450, 1.557], [1.484, 1.141, 0.246], [-0.971, 0.991, -1.353], [-0.581, -2.631, -1.554], [1.143, -1.640, 0.244], [-2.028, -0.983, -2.636], [-1.118, 1.544, 1.686], [-0.213, 0.238, 2.395], [-1.646, -0.136, 1.548], [1.235, 1.789, 1.024], [2.098, 1.700, -0.341], [2.316, 0.574, 0.628]], "forces_ev_per_a": [[-0.3, 0.2, -0.5], [-1.4, 3.5, -1.5], [-0.2, -0.9, -0.9], [-4.7, -1.6, 1.3], [-0.3, 3.3, -3.6], [3.5, 0.0, 3.0], [0.3, -0.3, 0.2], [0.2, -0.1, 0.4], [2.1, -2.2, 1.6], [1.1, 1.2, 1.5], [0.8, -1.6, -0.6], [2.0, -0.9, 1.8], [-0.4, -0.8, -0.7], [0.1, -0.4, -0.5], [-1.0, 0.4, -1.7], [-1.8, 0.2, 0.0]], "nbo_charge": [-0.1842, -0.2305, -0.6087, -0.1788, -0.5412, -0.7107, 0.6884, 0.2481, 0.2158, 0.2835, 0.2184, 0.2012, 0.2430, 0.4557, 0.4548, 0.4453]}

***

(3)
{"formula": "C41H61N9O2S", "method": "wB97M-V/def2-TZVPD", "e_homo_ha": -0.304, "total_energy_ha": -2640.0905, "mol_weight_g_mol": 744.07, "species": ["C", "C", "C", "C", "C", "C", "C", "C", "N", "S", "N", "C", "C", "C", "C", "C", "N", "C", "C", "O", "C", "C", "O", "H", "H", "H", "H", "H", "H", "H", "H", "H", "H", "H", "H", "H", "H", "H", "H", "H", "H", "H", "C", "C", "C", "C", "N", "H", "H", "H", "H", "H", "H", "H", "C", "C", "C", "C", "N", "H", "H", "H", "H", "H", "H", "H", "C", "C", "C", "C", "N", "H", "H", "H", "H", "H", "H", "H", "C", "C", "C", "C", "N", "H", "H", "H", "H", "H", "H", "H", "C", "C", "C", "C", "N", "H", "H", "H", "H", "H", "H", "H", "C", "C", "C", "C", "N", "H", "H", "H", "H", "H", "H", "H"], "coordinates": [[-0.343, -1.224, 1.360], [0.490, -1.435, 0.491], [1.434, -1.788, -0.746], [1.259, -0.647, -1.848], [0.512, -1.103, -3.172], [-0.762, -1.987, -2.937], [-0.559, -3.460, -2.962], [-1.688, -4.457, -2.777], [-1.552, -5.837, -2.827], [-3.164, -6.308, -2.541], [-3.980, -4.850, -2.388], [-3.048, -3.795, -2.534], [-3.329, -2.290, -2.492], [-4.796, -1.817, -2.219], [-5.733, -1.794, -3.486], [-7.297, -2.025, -3.200], [-5.350, -1.641, -4.706], [-2.163, -1.383, -2.721], [-2.441, 0.159, -2.733], [-1.381, 0.965, -2.151], [-1.918, 2.181, -1.668], [-2.944, 3.073, -2.462], [-1.549, 2.515, -0.554], [-1.182, -0.838, 1.989], [1.261, -2.837, -1.116], [2.499, -1.766, -0.340], [0.719, 0.215, -1.345], [2.307, -0.250, -2.068], [0.285, -0.164, -3.779], [1.265, -1.677, -3.810], [0.481, -3.874, -3.145], [-5.249, -2.579, -1.499], [-4.889, -0.818, -1.703], [-7.516, -1.982, -2.085], [-7.608, -3.025, -3.625], [-7.945, -1.238, -3.685], [-6.206, -1.672, -5.292], [-3.391, 0.397, -2.150], [-2.649, 0.475, -3.801], [-2.456, 3.741, -3.241], [-3.751, 2.497, -3.001], [-3.457, 3.740, -1.698], [0.846, -3.878, 5.022], [2.336, -3.942, 4.719], [2.712, -3.275, 3.394], [2.147, -3.971, 2.238], [1.695, -4.509, 1.328], [0.262, -4.427, 4.279], [0.642, -4.322, 5.997], [0.494, -2.843, 5.040], [2.659, -4.989, 4.720], [2.876, -3.441, 5.527], [3.802, -3.265, 3.302], [2.386, -2.232, 3.394], [6.977, -1.842, 3.088], [7.019, -0.899, 1.891], [6.089, 0.307, 2.041], [4.677, -0.073, 2.062], [3.566, -0.371, 2.072], [5.987, -2.288, 3.211], [7.693, -2.655, 2.952], [7.234, -1.316, 4.011], [6.769, -1.457, 0.984], [8.043, -0.536, 1.770], [6.255, 0.988, 1.201], [6.339, 0.859, 2.951], [2.697, 4.948, -0.985], [2.294, 3.512, -1.303], [2.922, 2.488, -0.356], [4.380, 2.421, -0.491], [5.525, 2.371, -0.594], [3.771, 5.099, -1.112], [2.183, 5.640, -1.656], [2.433, 5.212, 0.039], [2.562, 3.283, -2.339], [1.206, 3.431, -1.230], [2.504, 1.502, -0.575], [2.656, 2.721, 0.678], [5.184, -6.363, 9.016], [5.265, -5.415, 7.826], [4.352, -4.196, 7.965], [2.933, -4.559, 7.960], [1.820, -4.846, 7.963], [4.185, -6.794, 9.118], [5.890, -7.187, 8.889], [5.432, -5.846, 9.947], [5.023, -5.964, 6.911], [6.297, -5.068, 7.726], [4.544, -3.513, 7.132], [4.592, -3.651, 8.882], [0.232, 10.079, 0.267], [-0.173, 8.645, -0.050], [0.453, 7.619, 0.897], [1.909, 7.552, 0.760], [3.054, 7.503, 0.657], [1.307, 10.228, 0.140], [-0.280, 10.772, -0.404], [-0.033, 10.344, 1.294], [0.094, 8.415, -1.086], [-1.262, 8.566, 0.023], [0.033, 6.632, 0.678], [0.187, 7.853, 1.931], [-9.503, 2.063, -6.638], [-8.404, 2.197, -5.591], [-7.008, 1.898, -6.141], [-6.859, 0.501, -6.551], [-6.743, -0.596, -6.875], [-9.581, 1.038, -7.007], [-10.468, 2.335, -6.207], [-9.315, 2.722, -7.490], [-8.627, 1.535, -4.748], [-8.414, 3.220, -5.204], [-6.267, 2.119, -5.367], [-6.790, 2.557, -6.986]], "forces_ev_per_a": [[0.0, 0.6, -0.8], [0.0, -0.9, -0.9], [-0.2, 0.9, 1.9], [0.3, 0.2, 0.7], [0.4, 0.3, -0.2], [-0.8, -2.7, -0.1], [-1.1, 1.8, 0.1], [1.1, 2.6, -0.2], [-3.3, 3.2, 0.7], [0.6, 2.2, -0.1], [2.6, 1.0, -0.4], [0.0, -2.6, -0.2], [2.9, 0.5, -0.5], [-0.1, -1.0, -0.2], [-1.2, -0.2, -0.5], [0.5, 0.2, 0.6], [-0.5, -0.3, 2.0], [-1.2, -2.7, 0.8], [-0.9, -0.6, -0.6], [-1.8, 1.2, -0.3], [0.8, 0.1, 1.7], [-0.4, 0.1, -0.1], [-0.5, -0.1, -2.1], [1.5, -0.8, -0.8], [-0.1, 1.2, 0.5], [-1.4, 0.0, -0.5], [0.5, -1.1, -0.8], [-1.4, -0.6, -0.2], [0.0, -1.2, 0.8], [-1.1, 0.5, 0.9], [-1.4, 0.7, 0.2], [0.5, 1.0, -0.9], [0.3, -1.0, -0.5], [0.2, -0.3, -1.4], [0.4, 1.0, 0.6], [0.9, -0.7, 0.3], [1.0, 0.0, 0.2], [1.2, -0.7, -0.8], [0.4, -0.3, 1.0], [-0.3, -1.0, 1.1], [1.0, 0.4, 0.6], [0.8, -0.9, -0.9], [-0.2, -0.1, 0.0], [-0.3, -0.1, 0.1], [0.2, 0.0, 0.3], [-0.1, 0.1, -0.2], [0.1, 0.0, 0.1], [0.1, 0.1, 0.0], [0.0, 0.1, -0.1], [0.0, 0.0, -0.1], [0.1, 0.1, 0.0], [0.0, 0.0, -0.2], [-0.1, 0.0, -0.2], [-0.1, -0.1, -0.2], [0.0, -0.1, 0.0], [0.1, -0.3, 0.2], [0.4, 0.1, -0.3], [-0.1, 0.1, 0.1], [0.2, 0.0, 0.0], [0.0, 0.1, 0.0], [-0.1, 0.0, 0.1], [0.0, 0.0, 0.0], [0.0, 0.1, 0.0], [-0.1, 0.1, -0.1], [-0.2, 0.0, 0.1], [-0.2, -0.1, 0.0], [0.0, -0.3, -0.1], [-0.1, 0.4, -0.2], [-0.3, -0.1, -0.2], [0.1, 0.0, 0.1], [-0.3, 0.0, 0.0], [-0.1, 0.0, 0.1], [0.1, 0.0, 0.1], [0.1, -0.1, -0.1], [0.0, -0.1, 0.1], [0.1, -0.2, 0.1], [0.2, 0.0, 0.1], [0.2, 0.0, 0.0], [0.0, -0.1, 0.0], [0.2, -0.3, 0.1], [0.3, 0.0, -0.2], [-0.1, 0.1, 0.2], [0.3, 0.0, 0.1], [0.0, 0.1, 0.0], [-0.1, 0.0, 0.0], [0.0, 0.0, 0.0], [0.0, 0.1, 0.0], [-0.1, 0.1, -0.1], [-0.2, 0.0, 0.1], [-0.2, -0.1, 0.0], [0.0, 0.0, -0.1], [-0.1, 0.4, -0.1], [-0.3, -0.2, -0.2], [0.3, 0.2, 0.2], [-0.4, 0.2, 0.1], [0.0, 0.0, 0.1], [0.0, 0.0, 0.1], [0.0, 0.0, 0.0], [0.0, -0.1, 0.1], [0.1, -0.1, 0.0], [0.2, 0.0, 0.1], [0.2, 0.0, 0.0], [-0.1, -0.1, 0.0], [-0.4, 0.1, -0.1], [0.0, 0.2, 0.3], [0.1, 0.0, -0.3], [-0.4, 0.4, -0.2], [0.0, 0.1, 0.0], [0.0, 0.0, -0.1], [0.0, 0.0, 0.0], [0.1, 0.0, 0.0], [0.1, -0.1, 0.0], [0.1, -0.2, -0.1], [0.0, -0.2, 0.0]], "lowdin_charge": [0.0576, -0.1352, -0.1773, -0.2029, -0.1570, -0.1080, 0.0320, -0.3370, -0.2244, 0.9312, -0.2691, -0.2163, -0.0696, -0.1140, -0.3684, -0.0549, 0.1204, -0.0229, -0.1336, -0.0661, -0.4466, 0.0021, 0.0893, 0.0418, 0.0851, 0.0926, 0.0885, 0.1094, 0.1175, 0.1203, 0.1185, 0.1197, 0.1121, 0.0735, 0.0876, 0.0630, -0.0071, 0.1149, 0.1448, 0.1002, 0.0715, 0.0990, -0.1086, -0.2706, -0.2011, -0.2308, 0.1609, 0.0757, 0.0318, 0.0784, 0.1138, 0.0798, 0.0947, 0.0900, -0.1077, -0.2561, -0.1891, -0.2044, 0.1806, 0.0518, 0.0736, 0.0762, 0.1151, 0.1104, 0.0753, 0.1243, -0.1256, -0.2517, -0.1807, -0.2156, 0.1500, 0.0771, 0.0735, 0.0423, 0.1135, 0.0975, 0.0860, 0.1273, -0.1103, -0.2639, -0.1914, -0.2254, 0.1711, 0.0743, 0.0729, 0.0761, 0.1118, 0.1087, 0.1068, 0.1223, -0.1115, -0.2667, -0.1860, -0.2425, 0.1663, 0.0741, 0.0722, 0.0762, 0.1109, 0.1077, 0.1170, 0.1222, -0.1094, -0.2657, -0.1833, -0.2068, 0.1592, 0.0742, 0.0733, 0.0769, 0.1057, 0.1085, 0.1120, 0.1224]}

***

Copy entry 2 word for word.
{"formula": "C5H9NP", "method": "wB97M-V/def2-TZVPD", "e_homo_ha": -0.466, "relative_energy_ev": 2.1500, "total_energy_ha": -591.6448, "mol_weight_g_mol": 114.11, "charge": 1, "species": ["C", "C", "C", "C", "C", "N", "P", "H", "H", "H", "H", "H", "H", "H", "H", "H"], "coordinates": [[-0.445, -1.613, -1.209], [0.441, -1.174, -0.307], [-1.292, -0.586, -1.838], [0.335, 0.335, -0.090], [-0.758, 0.450, 1.557], [1.484, 1.141, 0.246], [-0.971, 0.991, -1.353], [-0.581, -2.631, -1.554], [1.143, -1.640, 0.244], [-2.028, -0.983, -2.636], [-1.118, 1.544, 1.686], [-0.213, 0.238, 2.395], [-1.646, -0.136, 1.548], [1.235, 1.789, 1.024], [2.098, 1.700, -0.341], [2.316, 0.574, 0.628]], "forces_ev_per_a": [[-0.3, 0.2, -0.5], [-1.4, 3.5, -1.5], [-0.2, -0.9, -0.9], [-4.7, -1.6, 1.3], [-0.3, 3.3, -3.6], [3.5, 0.0, 3.0], [0.3, -0.3, 0.2], [0.2, -0.1, 0.4], [2.1, -2.2, 1.6], [1.1, 1.2, 1.5], [0.8, -1.6, -0.6], [2.0, -0.9, 1.8], [-0.4, -0.8, -0.7], [0.1, -0.4, -0.5], [-1.0, 0.4, -1.7], [-1.8, 0.2, 0.0]], "nbo_charge": [-0.1842, -0.2305, -0.6087, -0.1788, -0.5412, -0.7107, 0.6884, 0.2481, 0.2158, 0.2835, 0.2184, 0.2012, 0.2430, 0.4557, 0.4548, 0.4453]}